[1]
Here is the ion C22H46N4O5PS with charge +1 from the OMol25 dataset. Energies are from wB97M-V/def2-TZVPD.

energy relative to the best compared isomer or geometry (same formula, charge and spin)	0.000	eV
SMILES string	CCCCCCCCCCCc1nc(N(CCCCS(=O)(=O)O)COCC)n(P(C)C)[n+]1O
charge	+1
calculated total energy	-59871.6299	eV
LUMO energy	-2.8	eV
orbital gap	0.3303	Ha

XYZ file:
```
79
Properties=species:S:1:pos:R:3:forces:R:3:lowdin_charge:R:1
C 0.34733 1.54817 5.18979 -0.88 -0.57 0.21 -0.111
C -0.30906 0.18817 5.60995 0.15 0.73 -0.16 -0.255
C -1.18104 -0.40402 4.46843 0.77 -0.82 0.81 -0.209
C -1.40074 -1.94731 4.65958 -0.59 0.47 -0.75 -0.186
C -1.31222 -2.73581 3.29852 0.03 -0.55 0.82 -0.187
C -0.15405 -3.78906 3.25892 0.25 0.39 -0.13 -0.198
C 0.80863 -3.62050 2.05445 0.32 -0.67 0.00 -0.210
C 0.37477 -4.40276 0.77004 -0.02 1.38 -0.51 -0.175
C 0.60901 -3.52596 -0.51841 0.33 -0.62 0.77 -0.205
C 2.02272 -3.80122 -1.08950 -0.46 0.01 -0.16 -0.175
C 2.36991 -2.90116 -2.34006 0.84 -0.32 0.91 -0.068
C 1.63686 -1.59946 -2.32300 -1.61 1.98 -0.84 -0.220
N 0.77235 -1.07275 -3.20434 -0.63 -0.42 -0.95 0.230
C 0.34520 0.14708 -2.78904 1.38 -1.18 1.37 -0.282
N -0.50604 0.94651 -3.40845 -0.46 0.21 -1.76 -0.008
C -1.00830 2.23555 -2.94752 -0.99 0.51 1.18 -0.176
C -2.09206 1.97641 -1.84619 0.90 0.82 -0.15 -0.200
C -2.42114 3.24398 -1.01801 -1.20 -0.29 -0.57 -0.215
C -3.40769 2.81985 0.12211 0.83 0.18 -0.50 -0.193
S -2.90677 3.33135 1.79309 -2.12 -0.59 2.96 0.605
O -2.80231 2.16288 2.62393 1.61 -0.34 -1.19 -0.291
O -3.88893 4.21637 2.35858 0.49 1.05 -1.48 -0.280
O -1.46586 4.09077 1.77648 -0.84 -0.50 -0.78 -0.180
C -1.04708 0.43178 -4.70174 -0.41 -0.45 -0.52 -0.170
O -0.05920 0.20095 -5.65618 -0.44 0.67 0.72 -0.131
C 0.68502 1.38550 -5.99567 1.22 -0.52 -1.08 -0.220
C 2.19505 1.06983 -5.75231 -0.53 -0.23 0.05 -0.062
N 0.96197 0.40919 -1.57836 0.60 1.03 1.37 -0.092
P 0.98667 1.73830 -0.43017 -2.45 2.13 -0.08 0.983
C 2.42908 2.88603 -0.72000 0.36 -1.57 0.04 -0.240
C 0.86513 1.16249 1.32678 1.53 -0.57 0.26 -0.240
N 1.72942 -0.68337 -1.35680 2.51 -3.20 -0.59 -0.136
O 2.57318 -0.94757 -0.32521 -0.32 1.08 1.06 0.085
H 1.24025 1.37423 4.56611 -0.27 0.20 0.27 0.058
H 0.58499 2.12964 6.09604 0.20 -0.13 -0.54 0.070
H -0.41353 2.10725 4.60779 0.51 -0.07 0.23 0.063
H -0.92051 0.39461 6.50688 0.14 -0.30 -0.36 0.109
H 0.48512 -0.51946 5.92106 -0.41 0.25 -0.22 0.101
H -2.15988 0.10122 4.45283 0.53 0.02 -0.37 0.108
H -0.62710 -0.25776 3.51711 -0.48 0.15 0.37 0.079
H -0.68295 -2.33697 5.40064 -0.32 0.04 -0.33 0.095
H -2.42766 -2.08235 5.04720 0.60 -0.08 0.13 0.107
H -2.25729 -3.29421 3.17761 0.30 0.48 -0.28 0.103
H -1.19906 -1.99610 2.48580 -0.16 -0.44 0.14 0.089
H -0.56310 -4.81812 3.24802 0.22 0.48 0.06 0.112
H 0.43876 -3.68869 4.18569 -0.25 -0.10 -0.35 0.100
H 1.80617 -4.00978 2.34051 -0.40 0.32 -0.03 0.109
H 0.94752 -2.54334 1.81989 -0.13 -0.48 0.18 0.087
H 0.99748 -5.30504 0.66311 -0.69 0.01 0.18 0.109
H -0.70697 -4.61134 0.81825 0.51 -0.33 0.09 0.112
H -0.15021 -3.74100 -1.29326 0.32 0.15 0.30 0.121
H 0.50012 -2.48087 -0.16807 -0.04 -0.40 -0.50 0.085
H 2.80684 -3.71226 -0.31469 -0.49 0.23 -0.28 0.116
H 2.04499 -4.86730 -1.38715 0.04 0.57 -0.09 0.121
H 3.44782 -2.65824 -2.23834 -0.47 -0.01 -0.25 0.129
H 2.27300 -3.46887 -3.27388 -0.43 0.61 0.17 0.131
H -0.21939 2.91553 -2.57747 -0.14 -0.61 -0.05 0.098
H -1.51382 2.79682 -3.75392 0.49 -0.65 -0.04 0.131
H -3.01527 1.65343 -2.36014 0.39 -0.22 0.39 0.131
H -1.69036 1.19210 -1.17750 -0.47 0.25 -0.28 0.091
H -1.53353 3.78424 -0.65814 -0.21 -0.48 -0.06 0.085
H -2.98568 3.92674 -1.68353 0.46 -0.10 0.32 0.122
H -3.47438 1.71882 0.14096 0.14 0.49 0.41 0.103
H -4.43550 3.19125 -0.01993 0.55 0.14 0.24 0.115
H -1.62847 5.01058 1.49315 0.06 -0.17 0.27 0.103
H -1.58876 -0.51263 -4.52719 0.51 0.21 -0.06 0.146
H -1.79611 1.14838 -5.09579 0.43 -0.01 0.57 0.144
H 0.34511 2.29459 -5.47291 0.01 -0.44 -0.11 0.111
H 0.56202 1.52030 -7.08742 -0.19 0.15 0.56 0.125
H 2.54807 1.48230 -4.79177 0.01 -0.17 -0.40 0.058
H 2.83657 1.39926 -6.58438 -0.27 0.19 0.45 0.076
H 2.27341 -0.03331 -5.72667 0.02 0.53 0.11 0.079
H 2.02727 3.90792 -0.74872 0.22 -0.43 0.13 0.040
H 3.18276 2.73041 0.06930 -0.11 0.43 -0.39 0.039
H 2.86185 2.61903 -1.70405 -0.10 0.33 0.46 0.041
H 0.66113 0.07983 1.42225 -0.16 0.56 -0.15 0.032
H 0.14980 1.76286 1.91588 0.02 -0.28 -0.70 0.026
H 1.85421 1.31409 1.80939 -0.45 -0.15 -0.19 0.048
H 3.36445 -0.37797 -0.37023 -0.23 0.00 -0.33 0.153
```
Positions in Å, forces in eV/Å.

[2]
Here is a structure of composition CH3Cl3KOSi from the OMol25 dataset. Energies are from wB97M-V/def2-TZVPD.

energy relative to the best compared isomer or geometry (same formula, charge and spin)	0.642	eV
charge	-1
calculated total energy	-64908.1761	eV
LUMO energy	2.7	eV
orbital gap	0.2521	Ha

XYZ file:
```
10
Properties=species:S:1:pos:R:3:forces:R:3:lowdin_charge:R:1
K -1.69497 0.09891 0.50837 -0.45 1.18 0.04 0.552
C -0.79902 -2.80062 1.47343 0.16 -0.45 0.26 -0.436
O -1.13278 -1.91918 0.50419 0.65 -2.42 -0.03 -0.636
H -1.31308 -3.79016 1.40152 0.03 0.08 0.02 0.041
H -1.03459 -2.43710 2.51165 0.03 -0.08 -0.08 0.044
H 0.28833 -3.05263 1.50881 -0.08 0.01 0.00 0.042
Cl -1.98907 5.10957 0.12460 -0.11 0.24 0.02 -0.042
Si -1.10526 3.15544 0.25491 0.95 0.66 -0.08 -0.504
Cl -2.16507 2.44004 1.99736 -0.48 0.44 0.97 -0.035
Cl -2.37962 2.18057 -1.17778 -0.69 0.35 -1.12 -0.027
```
Positions in Å, forces in eV/Å.

[3]
Here is a structure of composition C28H40F16O15S from the OMol25 dataset. Energies are from wB97M-V/def2-TZVPD.

charge	0
calculated total energy	-114713.3461	eV
LUMO energy	0.5	eV
orbital gap	0.4203	Ha

XYZ file:
```
100
Properties=species:S:1:pos:R:3:forces:R:3:lowdin_charge:R:1
C 7.12896 2.45932 1.17174 0.05 -0.36 0.26 -0.053
C 7.52444 0.96049 1.13321 0.14 0.21 0.17 -0.387
C 8.55966 0.60623 2.20608 0.01 -0.29 -0.08 -0.074
C 6.30815 0.01984 1.23219 -0.09 0.17 -0.20 -0.312
C 5.45738 0.11868 -0.03761 0.19 -0.20 -0.18 -0.042
C 5.53795 0.27845 2.54082 0.19 -0.08 0.07 -0.115
O 4.11848 0.24256 2.29470 0.19 -0.58 0.05 0.002
C 3.31125 0.64981 3.29365 -0.22 -0.05 -0.42 -0.623
F 3.87776 0.52005 4.49705 0.21 0.33 0.61 0.151
C 1.96737 -0.05514 3.27521 0.55 0.22 0.07 -0.072
O 1.37620 0.49351 2.09570 -0.02 0.04 0.00 -0.165
S 1.63089 2.07613 2.15656 -0.01 0.24 0.04 0.625
O 1.97278 2.53416 0.86390 -0.09 -0.08 0.05 -0.192
O 0.60180 2.68733 2.91997 0.10 -0.01 -0.07 -0.207
O 2.95583 2.02204 3.08456 -0.22 0.07 0.01 -0.067
H 6.07205 2.60099 1.40869 0.00 0.05 -0.16 0.075
H 7.34042 2.93709 0.21735 -0.05 0.11 0.08 0.061
H 7.69296 2.96373 1.95939 0.01 0.14 -0.14 0.078
H 8.00773 0.78769 0.16664 -0.13 -0.15 0.01 0.132
H 8.11515 0.52311 3.20244 0.02 0.20 -0.01 0.077
H 9.37432 1.33105 2.24547 -0.06 0.01 0.01 0.078
H 8.99721 -0.37207 1.98343 0.01 0.05 0.04 0.079
H 6.69456 -1.00267 1.28883 -0.04 0.01 -0.02 0.136
H 5.99349 -0.38806 -0.84506 0.02 0.10 0.02 0.085
H 5.30396 1.15109 -0.35562 -0.15 0.00 0.13 0.084
H 4.49292 -0.37544 0.05638 -0.01 0.10 0.05 0.079
H 5.77693 -0.49626 3.27250 -0.05 0.04 -0.02 0.132
H 5.79922 1.23426 2.99872 -0.02 0.07 -0.15 0.126
H 2.13636 -1.12653 3.21841 -0.47 -0.01 -0.29 0.154
H 1.41048 0.27366 4.15515 -0.07 -0.35 0.05 0.148
C -1.53498 -1.65279 2.82699 -0.16 -0.22 -0.09 -0.047
C -1.01330 -2.57888 3.90114 0.29 0.38 -0.01 -0.189
O -1.96262 -3.62881 4.19250 0.02 -0.07 0.05 0.039
C -1.94335 -4.66788 3.37683 0.01 0.04 0.03 -0.405
O -1.22419 -4.84852 2.44051 0.01 -0.04 -0.03 0.174
C -3.00060 -5.69984 3.82899 0.04 0.02 0.02 -0.543
F -4.15827 -5.10523 4.13705 0.04 -0.05 0.01 0.160
F -2.56789 -6.35688 4.91376 0.00 0.03 -0.01 0.169
F -3.22246 -6.58992 2.86584 -0.01 0.01 0.02 0.166
H -2.50658 -1.25582 3.10914 0.04 0.06 0.07 0.071
H -0.85146 -0.81958 2.66867 -0.02 0.02 0.00 0.070
H -1.65433 -2.17773 1.87963 0.10 0.01 -0.01 0.089
H -0.88090 -2.05016 4.84326 -0.13 -0.08 0.06 0.126
H -0.05524 -3.02187 3.62841 -0.08 -0.14 -0.07 0.120
C -4.18732 -0.10440 -2.30999 -0.09 -0.09 0.22 -0.042
C -3.86200 1.29102 -1.83127 0.08 0.01 -0.37 -0.179
O -4.35139 1.51430 -0.48814 0.01 0.04 0.05 0.037
C -3.58684 1.06565 0.49087 -0.02 0.05 -0.17 -0.398
O -2.53760 0.50119 0.38858 -0.02 -0.04 0.21 0.167
C -4.24413 1.42754 1.84331 -0.04 0.02 0.03 -0.541
F -5.55464 1.16497 1.82878 0.03 -0.01 0.03 0.168
F -4.08099 2.73294 2.08967 0.00 -0.02 -0.01 0.172
F -3.69447 0.74241 2.84419 0.01 0.05 -0.05 0.159
H -5.25860 -0.29448 -2.23733 -0.01 0.04 -0.07 0.093
H -3.87839 -0.21670 -3.34604 -0.12 0.04 0.27 0.035
H -3.67180 -0.85651 -1.71318 0.07 0.03 -0.03 0.087
H -4.36517 2.04019 -2.43811 -0.07 0.02 0.10 0.128
H -2.79178 1.49063 -1.86384 0.01 -0.04 0.13 0.128
C -6.47648 -5.69760 2.22081 -0.17 0.22 -0.08 -0.064
C -7.71728 -6.37670 1.68864 0.25 -0.29 0.08 -0.185
O -8.82239 -5.45058 1.58592 -0.06 0.00 -0.03 0.035
C -8.84461 -4.69168 0.50389 -0.01 -0.04 0.05 -0.406
O -8.05936 -4.68485 -0.39652 0.01 0.03 -0.04 0.170
C -10.10357 -3.79493 0.52480 0.05 0.03 0.00 -0.549
F -10.29531 -3.24884 1.72918 -0.02 0.01 -0.03 0.167
F -11.18357 -4.52911 0.22082 0.00 0.02 0.01 0.165
F -9.99334 -2.81824 -0.36913 -0.02 -0.03 0.02 0.173
H -6.68470 -5.21490 3.17516 0.01 -0.08 0.04 0.084
H -5.68517 -6.42994 2.36169 -0.02 -0.04 0.00 0.068
H -6.12414 -4.93434 1.52694 0.04 -0.05 -0.03 0.086
H -8.06299 -7.14987 2.37102 -0.11 0.08 0.03 0.126
H -7.53957 -6.83864 0.71835 -0.05 0.12 -0.07 0.126
C 5.12436 7.57798 1.43998 0.07 -0.21 -0.03 -0.058
C 5.60789 8.15359 0.12818 -0.16 0.28 0.18 -0.192
O 6.50780 7.24295 -0.54162 0.04 0.00 -0.06 0.032
C 5.93466 6.27518 -1.23858 0.02 0.04 0.04 -0.405
O 4.76646 6.07359 -1.37813 -0.03 -0.03 -0.03 0.176
C 7.01975 5.41198 -1.91932 -0.02 -0.07 -0.02 -0.549
F 8.02170 5.13136 -1.07845 0.01 0.01 -0.02 0.159
F 7.52932 6.06596 -2.97230 0.00 0.01 0.03 0.167
F 6.50013 4.26655 -2.34874 0.02 0.03 0.01 0.171
H 5.97065 7.31067 2.07327 0.00 0.07 0.02 0.083
H 4.51169 8.31104 1.96360 0.00 0.02 -0.01 0.083
H 4.52692 6.68158 1.27718 -0.05 0.04 -0.02 0.079
H 6.19229 9.05692 0.28717 0.10 -0.07 -0.03 0.124
H 4.77894 8.39720 -0.53481 0.01 -0.12 -0.05 0.125
C -3.13154 -1.71173 -9.92630 -0.05 -0.10 0.19 -0.059
C -2.80727 -0.34500 -9.36766 0.06 0.03 -0.37 -0.192
O -3.24269 -0.22390 -7.99500 0.00 0.04 0.06 0.033
C -2.42856 -0.72659 -7.08207 -0.05 0.08 -0.04 -0.403
O -1.37848 -1.26579 -7.26055 0.03 -0.03 0.03 0.175
C -3.01527 -0.47952 -5.67156 0.17 -0.13 -0.40 -0.557
F -4.32121 -0.75824 -5.63598 -0.02 -0.01 0.06 0.168
F -2.85155 0.80819 -5.33330 -0.01 0.02 0.04 0.164
F -2.38791 -1.23711 -4.78051 0.00 0.01 0.02 0.174
H -4.19597 -1.92290 -9.82272 -0.01 0.04 -0.06 0.084
H -2.86664 -1.75284 -10.98224 0.00 0.02 -0.01 0.083
H -2.57951 -2.49004 -9.40075 0.05 0.02 -0.03 0.079
H -3.34643 0.43457 -9.90075 -0.07 0.02 0.10 0.125
H -1.74239 -0.12541 -9.43022 0.02 -0.05 0.12 0.125
```
Positions in Å, forces in eV/Å.